4 unconnected molecules or ions with the total composition C36H68F3N4O5P in a non-equilibrium geometry. Source: the OMol25 dataset; level of theory: wB97M-V/def2-TZVPD.

Atoms and positions in Å:
C 1.46636 0.59416 1.86886
C 0.59484 0.24000 0.92230
P -0.65103 1.39109 0.42093
C -1.31896 2.23482 1.86359
C -2.58008 3.09169 1.70000
F -3.14076 3.13617 2.97305
C -1.85844 0.64716 -0.68112
C -2.83691 -0.32629 -0.00928
C -2.30266 -1.72570 0.12893
F -3.20795 0.17537 1.24295
C 0.27802 2.62598 -0.64483
O 1.27528 2.26549 -1.18915
N -0.23151 3.94888 -0.70743
C -1.37070 4.07173 -1.54027
O -2.48944 3.89298 -1.23368
F -1.00227 4.40259 -2.76344
H 2.28208 -0.05279 2.15373
H 1.39993 1.53490 2.39975
H 0.65844 -0.72218 0.43665
H -1.57224 1.43398 2.55623
H -0.52108 2.82228 2.31196
H -2.31930 4.10557 1.41294
H -3.29689 2.67533 1.00304
H -1.28262 0.07745 -1.41293
H -2.36679 1.43596 -1.23024
H -3.73772 -0.34798 -0.62177
H -2.14040 -2.14071 -0.86461
H -1.40728 -1.77785 0.74144
H -3.07375 -2.33240 0.59701
H 0.51050 4.54877 -1.06691
C -2.15447 -1.91522 -6.33991
C -1.87589 -3.05217 -5.33759
C -2.24444 -4.40318 -5.94974
C -3.75371 -4.60932 -6.09182
C -4.47106 -4.39113 -4.75999
C -4.12710 -3.05960 -4.09211
N -2.64092 -2.86851 -4.06153
O -2.09242 -3.47369 -3.06488
C -4.82150 -1.89268 -4.81236
C -4.62040 -3.05919 -2.65571
C -0.38909 -3.00174 -5.01355
H -1.30962 -1.82030 -7.02020
H -3.02975 -2.08662 -6.96100
H -2.27550 -0.95911 -5.82973
H -1.83243 -5.20232 -5.32634
H -1.76011 -4.48311 -6.92469
H -4.16372 -3.94667 -6.85819
H -3.94577 -5.62436 -6.44051
H -5.55285 -4.44268 -4.89525
H -4.20162 -5.20522 -4.08049
H -4.46565 -0.93559 -4.42680
H -5.89484 -1.94744 -4.63418
H -4.68408 -1.89684 -5.88876
H -4.26683 -3.92327 -2.09858
H -5.70921 -3.06658 -2.63051
H -4.26883 -2.15680 -2.14896
H -0.11969 -2.03795 -4.57653
H 0.17470 -3.12778 -5.93686
H -0.08885 -3.78738 -4.32518
C 3.68316 0.25006 -3.31100
C 4.24479 -0.58415 -2.14322
C 5.56905 0.00277 -1.65750
C 6.71976 -0.22850 -2.63707
C 6.85378 -1.70984 -2.99417
C 5.55112 -2.34726 -3.48073
N 4.44694 -2.01565 -2.52518
O 4.44748 -2.78854 -1.49531
C 5.21814 -1.88243 -4.90764
C 5.69963 -3.86108 -3.53213
C 3.20840 -0.54148 -1.03136
H 3.14447 1.11067 -2.91493
H 4.45186 0.64528 -3.96938
H 2.98407 -0.33448 -3.91002
H 5.82807 -0.45108 -0.69584
H 5.43260 1.07189 -1.47648
H 6.58329 0.36973 -3.54175
H 7.64948 0.11963 -2.18554
H 7.61250 -1.84407 -3.76684
H 7.20548 -2.25443 -2.11303
H 4.22327 -2.22193 -5.19834
H 5.93544 -2.31711 -5.60222
H 5.26654 -0.80588 -5.04450
H 6.03974 -4.27111 -2.58479
H 6.43337 -4.11619 -4.29579
H 4.75378 -4.33791 -3.79051
H 2.26174 -0.96722 -1.37688
H 3.03302 0.49045 -0.73458
H 3.53240 -1.09652 -0.15239
C -2.85205 2.87965 7.41165
C -1.58497 2.02167 7.59473
C -1.03401 2.17511 9.01183
C -0.39726 3.54213 9.26625
C 0.66703 3.86310 8.21683
C 0.16999 3.71297 6.77899
N -0.51560 2.39329 6.61295
O 0.32330 1.43602 6.41401
C -0.75845 4.87104 6.38619
C 1.35180 3.76050 5.81980
C -1.98892 0.57712 7.33606
H -3.71471 2.33294 7.78930
H -2.82338 3.82026 7.95606
H -3.03391 3.09503 6.35828
H -0.28670 1.39609 9.18991
H -1.84644 1.99970 9.71953
H -1.15964 4.32526 9.28547
H 0.06100 3.54649 10.25578
H 1.03882 4.88065 8.35172
H 1.52096 3.19562 8.36568
H -1.21819 4.67203 5.41604
H -0.17887 5.78914 6.29182
H -1.55483 5.07710 7.09428
H 2.11879 3.03491 6.07786
H 1.79685 4.75427 5.85658
H 1.02771 3.56591 4.79465
H -2.38272 0.46045 6.32480
H -2.77097 0.30075 8.04203
H -1.15898 -0.11273 7.46425

Results
ΔE to the lowest compared entry with this formula, charge and spin ... 0.000 eV
Total charge ... +1
2S+1 ... 4
E ... -2648.27117 Eh

15 unconnected molecules or ions with the total composition C36H69N12O3 in a non-equilibrium geometry. Source: the OMol25 dataset; level of theory: wB97M-V/def2-TZVPD.

Atoms and positions in Å:
C -3.26675 2.43126 1.40913
C -2.09675 1.76526 0.45113
C -0.84175 1.65026 1.21113
N 0.22625 0.84626 0.38913
C 0.57925 1.53526 -0.94087
C -0.15875 -0.53574 0.11813
C 1.12725 -1.31574 -0.03987
C 2.14125 -0.41474 0.58913
C 1.44125 0.69126 1.23913
H -3.06675 3.50226 1.49113
H -3.20575 2.10126 2.35113
H -4.08075 2.45626 0.79013
H -2.20275 2.53726 -0.35787
H -2.42775 0.73026 0.23113
H -0.88775 1.04826 2.06213
H -0.62675 2.70426 1.43113
H 1.10725 2.45526 -0.94987
H -0.16175 1.53326 -1.76287
H 1.39325 0.97726 -1.45587
H -1.06075 -0.76374 -0.61587
H -0.69875 -0.92574 0.94413
H 1.31125 -1.51674 -1.11287
H 1.04025 -2.40074 0.32013
H 2.78825 -0.02574 -0.00087
H 2.69725 -0.90674 1.31613
H 2.15825 1.54126 1.14113
H 1.15125 0.42326 2.21113
C -0.57275 7.24426 0.65513
C -0.80475 5.81226 0.13013
N -0.95775 4.79726 -0.27287
H -0.57575 8.01126 -0.24587
H -1.44275 7.28326 1.38513
H 0.29025 7.34426 1.31913
C 3.81425 0.82426 -3.43387
C 5.29625 0.51426 -3.53787
N 6.47225 0.42126 -3.60387
H 3.34025 0.12626 -2.52787
H 3.71025 1.81826 -3.22987
H 3.34625 0.73726 -4.41587
C -2.39375 -4.24374 1.73613
C -1.29175 -5.22874 1.86013
N -0.41875 -6.03974 1.91813
H -2.89175 -4.44874 2.68713
H -1.97275 -3.23274 1.60813
H -3.04775 -4.43474 0.86913
C 3.51425 -1.83874 5.37113
C 3.66125 -0.84774 4.35313
N 3.90625 0.01326 3.57513
H 3.87825 -2.90374 4.87513
H 3.74125 -1.56574 6.29013
H 2.45525 -1.92674 5.67813
C 2.72225 5.37426 -1.64187
C 2.00125 4.42526 -2.49387
N 1.41425 3.65326 -3.22187
H 2.90425 4.75326 -0.87987
H 3.67925 5.46426 -2.04887
H 2.17525 6.23126 -1.30487
C -2.37575 -4.75074 -3.05587
C -1.77475 -3.81374 -2.04587
N -1.36975 -3.12074 -1.22787
H -1.60275 -5.70774 -3.10087
H -3.46175 -4.90074 -2.71587
H -2.30175 -4.22774 -4.11387
C 3.60425 -3.82574 1.64713
C 5.02225 -3.64474 2.04713
N 6.15425 -3.55474 2.43113
H 3.00025 -3.47274 2.29413
H 3.15525 -3.25374 0.63013
H 3.57725 -4.97374 1.60313
C 6.81425 0.65926 0.15813
C 5.53925 1.48226 -0.18387
N 4.65625 2.17326 -0.50187
H 6.86325 0.04826 -0.48187
H 7.73025 1.19526 0.36013
H 6.65825 -0.02774 0.90713
C -4.54575 -1.62674 -2.42387
C -3.39475 -0.61674 -2.46287
N -2.50675 0.14426 -2.51487
H -4.28175 -2.55374 -2.81387
H -4.81675 -1.75374 -1.35187
H -5.36175 -1.24774 -3.01987
C -4.62075 3.39526 -2.11087
C -5.84775 2.98826 -1.25787
N -6.84975 2.74026 -0.54487
H -3.62775 3.53226 -1.78287
H -4.30275 2.53026 -2.80687
H -4.74075 4.13726 -2.97187
C -0.50975 -0.66774 5.25313
C 0.10925 -1.60274 4.14213
N 0.52425 -2.37974 3.36513
H 0.14225 -0.37274 5.91513
H -1.08275 0.08526 4.74213
H -1.17675 -1.17074 5.88213
C -5.70475 2.82126 3.67913
C -5.20775 3.74326 4.82613
O -3.99575 4.30026 4.65713
H -6.50675 2.01526 3.79013
H -4.92375 1.90926 3.40213
H -5.82075 3.37526 2.75013
H -5.33775 3.08926 5.89413
H -6.08275 4.40226 4.97413
H -3.24875 3.69426 4.93013
C 1.73925 -4.03274 -2.12387
C 1.17225 -5.08474 -1.13387
O 2.17425 -5.87274 -0.51187
H 2.41125 -3.38674 -1.76187
H 0.86525 -3.41474 -2.55387
H 2.06425 -4.55074 -3.10887
H 0.49025 -5.72674 -1.63587
H 0.60325 -4.70974 -0.36487
H 1.74425 -6.65674 -0.06887
C 0.11525 -0.00874 -4.87887
C -0.13675 -1.15874 -5.67087
O 0.85125 -2.22774 -5.48387
H -0.77475 0.74726 -4.92887
H 1.02425 0.42426 -4.97887
H -0.04075 -0.35474 -3.88787
H -0.08275 -0.80474 -6.73687
H -1.12975 -1.58274 -5.39487
H 0.40925 -3.05474 -5.47787

Results
Total charge ... +1
E ... -2295.07530 Eh